The following is a DFT calculation (ωB97M-V/def2-TZVPD) of C35H33CoN4O8S2 as an isolated structure in a non-equilibrium geometry.

For the energy above the lowest of the compared OMol25 structures with the same formula, charge and spin, the calculation gives 0.0 kcal/mol. Its charge is +1. The calculation puts the HOMO energy (spin up / spin down) at -11.43 / -11.43 eV. The multiplicity is 2. The LUMO energy (spin up / spin down) comes out at -3.855 / -3.834 eV. The value obtained for the total energy is -4353.4757 Ha. The calculation puts the orbital gap (spin up / spin down) at 7.579 / 7.596 eV.

Cartesian coordinates (Å):
1 Co -1.1843 -0.3664 -0.9440
2 O 1.8454 -6.8641 2.1394
3 C 1.1727 -5.7438 2.4103
4 O 1.2749 -5.1866 3.4697
5 C 0.3502 -5.1485 1.3131
6 C 0.6837 -5.2598 -0.0359
7 C 0.0933 -4.4287 -0.9708
8 C -0.8604 -3.4883 -0.5712
9 C -1.3101 -3.4934 0.7543
10 C -0.6885 -4.2916 1.6847
11 N -1.2971 -2.4693 -1.4005
12 C -1.5609 -2.6285 -2.6451
13 C -2.0349 -1.4762 -3.3817
14 C -1.9926 -1.3537 -4.7683
15 C -2.5319 -0.2164 -5.3492
16 C -3.1614 0.7139 -4.5350
17 C -3.1380 0.5239 -3.1614
18 N -2.5504 -0.5145 -2.5912
19 H 1.6352 -7.2340 1.2725
20 H 1.4523 -5.9411 -0.3718
21 H 0.4203 -4.4553 -2.0004
22 H -2.1197 -2.8353 1.0283
23 H -0.9732 -4.2489 2.7243
24 H -1.5243 -3.6044 -3.1281
25 H -1.5243 -2.1210 -5.3652
26 H -2.4662 -0.0579 -6.4146
27 H -3.6576 1.5748 -4.9552
28 H -3.6130 1.2294 -2.4951
29 C 2.3742 -2.4294 0.4122
30 C 2.3128 -1.2249 -0.4439
31 N 1.2576 -0.6769 -1.0170
32 C 1.7278 0.3918 -1.7338
33 C 3.0924 0.4976 -1.5777
34 N 3.4321 -0.5420 -0.7592
35 C 4.1484 1.4430 -2.0419
36 O 3.7751 2.4058 -2.8452
37 O 5.2771 1.2774 -1.6441
38 C 0.7688 1.2568 -2.4604
39 O 1.1760 2.2100 -3.1260
40 O -0.4481 0.9366 -2.3124
41 H 1.3799 -2.7775 0.6646
42 H 2.9134 -2.2127 1.3312
43 H 2.9088 -3.2173 -0.1180
44 H 4.3826 -0.7144 -0.4587
45 H 2.7820 2.4076 -3.0404
46 O -2.4963 1.1183 -0.2392
47 S -3.0113 2.3304 0.4726
48 C -1.9965 2.4043 2.0149
49 C -2.3853 1.2442 2.9177
50 C -1.2755 0.8742 3.9188
51 C -0.9048 -0.5950 3.8339
52 S -0.0262 -1.1053 2.2775
53 O -0.8456 -0.6006 1.1291
54 C 1.3468 0.0620 2.3947
55 C 1.4623 1.0864 1.4725
56 C 2.5797 1.9033 1.4965
57 C 3.5629 1.6930 2.4505
58 C 3.4282 0.6770 3.3864
59 C 2.3243 -0.1580 3.3508
60 C -2.2272 3.7731 -0.3087
61 C -2.3552 5.0097 0.3066
62 C -1.7436 6.1137 -0.2598
63 C -1.0126 5.9798 -1.4313
64 C -0.9280 4.7508 -2.0636
65 C -1.5519 3.6442 -1.5089
66 H -2.1500 3.3694 2.4902
67 H -0.9618 2.3122 1.6880
68 H -2.5882 0.3792 2.2839
69 H -3.3045 1.4861 3.4510
70 H -1.6044 1.0868 4.9381
71 H -0.3842 1.4793 3.7391
72 H -1.7909 -1.2259 3.8834
73 H -0.2253 -0.8901 4.6321
74 H 0.6867 1.2232 0.7312
75 H 2.6880 2.6904 0.7655
76 H 4.4407 2.3214 2.4572
77 H 4.1868 0.5334 4.1392
78 H 2.2126 -0.9706 4.0531
79 H -2.9287 5.1113 1.2155
80 H -1.8350 7.0793 0.2125
81 H -0.5169 6.8394 -1.8541
82 H -0.3715 4.6392 -2.9819
83 H -1.4969 2.6849 -1.9986

Löwdin population analysis, charges in e, atoms 1 to 5:
1. Co 0.699
2. O 0.145
3. C -0.486
4. O 0.132
5. C -0.133

***

The following is a DFT calculation (ωB97M-V/def2-TZVPD) of a 2-piece molecular cluster, CH4Se overall in a non-equilibrium geometry.

For the energy above the lowest of the compared OMol25 structures with the same formula, charge and spin, the calculation gives 14.5 kcal/mol. Its charge is 0. The calculation puts the HOMO energy (spin up / spin down) at -6.44 / -10.05 eV. The multiplicity is 3. The LUMO energy (spin up / spin down) comes out at 0.692 / -1.973 eV. The value obtained for the total energy is -2441.6952 Ha. The calculation puts the orbital gap (spin up / spin down) at 7.137 / 8.074 eV.

Cartesian coordinates (Å):
1 C 0.4153 0.1154 0.0992
2 Se -0.1936 -1.4368 1.0454
3 H 0.3189 -0.0035 -1.7414
4 H -0.2700 0.9523 0.2949
5 H 1.5245 0.0649 0.1915
6 H -1.4430 -0.8783 1.6420

Löwdin population analysis, charges in e, atoms 1 to 5:
1. C -0.597
2. Se 0.703
3. H 0.075
4. H -0.015
5. H -0.014

***

Repeat the second record exactly.
The following is a DFT calculation (ωB97M-V/def2-TZVPD) of a 2-piece molecular cluster, CH4Se overall in a non-equilibrium geometry.

For the energy above the lowest of the compared OMol25 structures with the same formula, charge and spin, the calculation gives 14.5 kcal/mol. Its charge is 0. The calculation puts the HOMO energy (spin up / spin down) at -6.44 / -10.05 eV. The multiplicity is 3. The LUMO energy (spin up / spin down) comes out at 0.692 / -1.973 eV. The value obtained for the total energy is -2441.6952 Ha. The calculation puts the orbital gap (spin up / spin down) at 7.137 / 8.074 eV.

Cartesian coordinates (Å):
1 C 0.4153 0.1154 0.0992
2 Se -0.1936 -1.4368 1.0454
3 H 0.3189 -0.0035 -1.7414
4 H -0.2700 0.9523 0.2949
5 H 1.5245 0.0649 0.1915
6 H -1.4430 -0.8783 1.6420

Löwdin population analysis, charges in e, atoms 1 to 5:
1. C -0.597
2. Se 0.703
3. H 0.075
4. H -0.015
5. H -0.014